Entry 1:
The following is a quantum chemistry calculation of a 2-piece molecular cluster, C30H27NO overall in a non-equilibrium geometry, from OMol25.

F_max, eV/A: 1.92
Gap between HOMO and LUMO, Ha: 0.160
LUMO, eV: -1.92
HOMO, eV: -6.26
Relative energy (zero: lowest compared OMol25 entry of this formula, charge and spin), kJ/mol: 105.5
Total energy, hartree: -1289.27974

Structure (ORCA input):
```
! RIJCOSX wB97M-V def2-TZVPD def2/J DEFGRID3
* xyz 0 1
C 2.0138 -0.3503 -3.4411
C 0.8599 0.5159 -2.9523
C -0.2377 -0.2437 -2.4377
C -1.5848 -0.0055 -2.7917
C -2.1224 1.2787 -3.0667
C -3.4753 1.4189 -3.3227
C -4.3223 0.2970 -3.3125
C -3.7895 -0.9808 -3.0983
C -2.4447 -1.1401 -2.8319
O 0.9247 1.7590 -2.9588
H 1.6331 -1.1766 -4.0583
H 2.6859 0.2721 -4.0276
H 2.5780 -0.7716 -2.5985
H -0.0076 -1.2053 -1.9779
H -1.4292 2.1205 -3.0380
H -3.8867 2.4103 -3.5059
H -5.3931 0.4261 -3.4562
H -4.4324 -1.8583 -3.0924
H -2.0067 -2.1221 -2.6390
C 2.1939 -5.0507 2.7010
N 1.6148 -3.8719 3.3184
C 1.7922 -3.7807 4.7554
C 1.3220 -2.7469 2.5548
C 0.2859 -2.7942 1.5846
C -0.0486 -1.6766 0.8444
C 0.7167 -0.4898 0.9560
C 0.2995 0.7439 0.3463
C 1.1715 1.8492 0.0265
C 0.3804 3.0444 -0.0742
C 0.9638 4.2898 -0.1632
C 2.3565 4.3774 -0.1465
C 3.1443 3.2097 -0.1091
C 2.5549 1.9359 -0.0666
C -1.0037 2.6767 0.1539
C -1.0482 1.2642 0.4079
C -2.2106 0.7072 0.9336
C -3.2966 1.5489 1.2196
C -3.2359 2.9292 0.9610
C -2.0906 3.4995 0.4030
C 1.8310 -0.4985 1.8354
C 2.0595 -1.5547 2.6988
H 1.8820 -5.1277 1.6516
H 3.3003 -5.0301 2.7320
H 1.8575 -5.9372 3.2532
H 1.0636 -3.0747 5.1735
H 1.6199 -4.7755 5.1886
H 2.8006 -3.4335 5.0357
H -0.2821 -3.7198 1.4875
H -0.9069 -1.7098 0.1690
H 0.3083 5.1541 -0.2666
H 2.8273 5.3591 -0.1634
H 4.2315 3.2842 -0.1296
H 3.1366 1.0191 -0.1305
H -2.2289 -0.3543 1.1441
H -4.1970 1.1069 1.6559
H -4.0795 3.5724 1.2137
H -2.0101 4.5563 0.1558
H 2.4846 0.3704 1.8746
H 2.8768 -1.5161 3.4216
*
```

***

Entry 2:
The following is a quantum chemistry calculation of C30H28As2BrFeO14S2 as an isolated structure in a non-equilibrium geometry, from OMol25.

Expectation value of S²: 8.76
F_max, eV/A: 1.86
Gap between HOMO and LUMO (spin up / spin down), Ha: 0.272 / 0.242
LUMO (spin up / spin down), eV: -0.98 / -1.79
HOMO (spin up / spin down), eV: -8.38 / -8.37
Relative energy (zero: lowest compared OMol25 entry of this formula, charge and spin), kJ/mol: 68.5
Total energy, hartree: -11318.96491

Structure (ORCA input):
```
! RIJCOSX wB97M-V def2-TZVPD def2/J DEFGRID3
* xyz 0 6
Fe 0.4027 -0.1765 0.5208
O -1.3122 2.2411 0.7106
S -0.2612 2.5245 1.6558
O -0.6491 3.1160 2.9011
O 0.5777 1.2747 1.8900
C 0.8967 3.6224 0.8649
C 1.4297 4.6069 1.6850
C 2.3310 5.5323 1.1832
C 2.7034 5.4731 -0.1466
C 2.1994 4.4741 -0.9653
C 1.2961 3.5376 -0.4779
S 0.8451 2.2708 -1.6771
O -0.4944 2.4985 -2.1365
O 1.8868 2.2856 -2.6638
O 0.9504 0.9822 -0.8879
H 1.1049 4.6466 2.7151
H 2.7356 6.2977 1.8321
H 3.3976 6.1969 -0.5529
H 2.5139 4.3941 -1.9956
Br 2.7596 -0.7942 1.3865
C 2.3729 -2.6583 1.3861
C 3.1961 -3.4957 2.0693
C 2.9285 -4.8821 2.0260
C 1.8860 -5.3525 1.2849
C 1.0451 -4.4720 0.5576
C 0.0026 -4.9593 -0.2646
C -0.7493 -4.0925 -0.9997
C -0.5445 -2.6984 -0.8981
C 0.4102 -2.1503 -0.0754
C 1.2560 -3.0697 0.6230
H 4.0440 -3.1139 2.6202
H 3.5680 -5.5609 2.5737
H 1.6917 -6.4166 1.2298
H -0.1697 -6.0276 -0.3159
H -1.5209 -4.4644 -1.6626
H -1.1587 -2.0607 -1.5161
C 0.3504 -0.0985 -4.6247
O -0.7128 -0.3289 -3.6870
C -1.8937 0.2143 -3.9932
O -2.1240 0.8529 -4.9841
C -2.8820 0.0099 -2.8789
C -4.0614 -0.5551 -3.1109
As -5.6152 -0.6274 -1.9201
C -5.8749 -2.5739 -2.1126
C -4.6880 -0.7466 -0.1670
C -3.3935 -0.5018 0.0369
As -2.2315 0.6246 -1.1389
C -3.3126 2.2444 -1.0533
C -2.5869 -0.9665 1.1997
O -1.4483 -0.5459 1.3802
O -3.0705 -1.9426 1.9284
C -2.2265 -2.4233 2.9902
C -5.7470 -1.0238 0.8830
O -6.8322 -1.4587 0.5787
O -5.4576 -0.5680 2.0935
C -6.5141 -0.6764 3.0582
C -4.3419 -1.1433 -4.4602
O -3.5861 -1.8591 -5.0610
O -5.5749 -0.8123 -4.8748
C -5.9963 -1.3472 -6.1380
H 0.2301 -0.7638 -5.4784
H 1.2676 -0.3175 -4.0870
H 0.3422 0.9363 -4.9570
H -6.6386 -2.7331 -2.8718
H -6.2242 -2.9854 -1.1723
H -4.9473 -3.0560 -2.4163
H -4.3670 2.0218 -1.2106
H -2.9493 2.9123 -1.8323
H -3.1508 2.7026 -0.0814
H -2.8471 -3.1062 3.5604
H -1.8887 -1.5934 3.6068
H -1.3667 -2.9454 2.5716
H -6.1569 -0.1496 3.9368
H -6.7035 -1.7244 3.2857
H -7.4267 -0.2232 2.6778
H -7.0647 -1.5258 -6.0558
H -5.4631 -2.2674 -6.3600
H -5.7986 -0.6113 -6.9151
*
```

***

Entry 3:
The following is a quantum chemistry calculation of C30H28AuGeN7O7 as an isolated structure in a non-equilibrium geometry, from OMol25.

Expectation value of S²: 2.06
F_max, eV/A: 1.14
Gap between HOMO and LUMO (spin up / spin down), Ha: 0.075 / 0.181
LUMO (spin up / spin down), eV: 2.97 / 2.97
HOMO (spin up / spin down), eV: 0.93 / -1.96
Relative energy (zero: lowest compared OMol25 entry of this formula, charge and spin), kJ/mol: 0.0
Total energy, hartree: -4282.38247

Structure (ORCA input):
```
! RIJCOSX wB97M-V def2-TZVPD def2/J DEFGRID3
* xyz -2 3
Au 1.8153 -0.2005 0.7736
C 7.0028 0.3947 2.0751
N 6.1409 -0.6637 1.5670
C 6.4900 -1.0736 0.2181
C 4.7605 -0.4957 1.7987
N 3.9263 -0.1839 0.8778
N 4.4205 -0.6640 3.1290
C 3.3025 -1.3427 3.6373
N 3.0844 -1.0505 4.9897
N 2.6516 -2.1478 2.9219
H 7.9995 -0.0093 2.2606
H 6.6100 0.7872 3.0124
H 7.0945 1.2315 1.3701
H 7.5262 -1.4121 0.2177
H 6.3996 -0.2639 -0.5210
H 5.8477 -1.8997 -0.0814
H 4.3825 -0.0867 -0.0214
H 5.2036 -0.6201 3.7598
H 3.2741 -0.0856 5.2256
H 2.1496 -1.3028 5.2755
H 1.8136 -2.5166 3.3609
O -2.4416 1.4026 2.9213
C -2.0256 0.5586 2.1575
O -0.7249 0.6497 1.7723
C -2.7874 -0.5884 1.6575
C -4.1371 -0.7223 1.9966
C -4.8216 -1.8916 1.6394
C -4.1608 -2.8816 0.8931
C -2.8171 -2.7310 0.4981
C -2.1096 -1.5726 0.9301
O -0.7766 -1.4372 0.6674
N -2.2611 -3.6811 -0.3641
O -1.0723 -3.5350 -0.8323
O -2.9806 -4.6830 -0.7056
N -6.1447 -2.0720 2.0377
O -6.7279 -1.1382 2.7056
O -6.7481 -3.1634 1.7345
H -4.6352 0.0607 2.5447
H -4.6918 -3.7603 0.5730
C -0.2495 -0.1497 0.6677
Ge -0.8882 0.8305 -1.0205
C -0.0819 2.6406 -0.9170
C -0.6634 3.7220 -0.2564
C 0.0153 4.9240 -0.1089
C 1.3034 5.0679 -0.6047
C 1.9073 3.9959 -1.2481
C 1.2214 2.7996 -1.3949
C -2.8521 0.8101 -1.3114
C -3.7266 1.8418 -0.9779
C -5.1012 1.6505 -1.0148
C -5.6265 0.4274 -1.3999
C -4.7677 -0.6060 -1.7525
C -3.3980 -0.4104 -1.7141
C -0.1974 0.0482 -2.7031
C -0.0585 0.8266 -3.8514
C 0.3115 0.2569 -5.0610
C 0.5398 -1.1121 -5.1408
C 0.3892 -1.9007 -4.0087
C 0.0274 -1.3264 -2.7965
H -1.6532 3.6242 0.1717
H -0.4639 5.7549 0.3964
H 1.8333 6.0061 -0.4843
H 2.9140 4.0965 -1.6398
H 1.7056 1.9644 -1.8895
H -3.3343 2.8048 -0.6732
H -5.7629 2.4570 -0.7204
H -6.6980 0.2734 -1.4134
H -5.1656 -1.5759 -2.0226
H -2.7375 -1.2338 -1.9695
H -0.2440 1.8951 -3.7949
H 0.4076 0.8774 -5.9457
H 0.8237 -1.5592 -6.0871
H 0.5390 -2.9722 -4.0681
H -0.1001 -1.9574 -1.9184
*
```

***

Entry 4:
The following is a quantum chemistry calculation of C30H28BF4I2N8O3Sn as an isolated structure, from OMol25.

F_max, eV/A: 0.10
Gap between HOMO and LUMO, Ha: 0.251
LUMO, eV: 1.71
HOMO, eV: -5.13
Relative energy (zero: lowest compared OMol25 entry of this formula, charge and spin), kJ/mol: 22.3
Total energy, hartree: -3058.22771

Structure (ORCA input):
```
! RIJCOSX wB97M-V def2-TZVPD def2/J DEFGRID3
* xyz -1 1
Sn -0.4288 -0.5048 -0.1416
N -1.4526 1.4707 4.6267
C -2.0540 1.3350 3.4173
N -1.7111 1.9218 2.3347
C -0.6010 2.7698 2.3557
N -0.0947 3.3002 1.3054
N -0.7044 2.9116 0.1134
C 0.0590 3.1305 -0.8793
C -0.2719 2.7026 -2.2492
C 0.3810 3.3191 -3.3083
C 0.1210 2.8898 -4.5967
C -0.7662 1.8457 -4.7757
C -1.3628 1.2790 -3.6571
N -1.1393 1.6976 -2.4153
C 0.0415 3.0531 3.6564
C 1.1068 3.9418 3.7895
C 1.7232 4.1246 5.0120
C 1.2836 3.4117 6.1269
C 0.2297 2.5265 6.0176
C -0.3893 2.3519 4.7816
H -1.7288 0.8646 5.3809
H -2.8998 0.6570 3.4068
H 1.0292 3.6071 -0.7297
H 1.1085 4.0953 -3.1114
H 0.6295 3.3390 -5.4398
H -0.9764 1.4424 -5.7567
H -2.0251 0.4295 -3.7746
H 1.4431 4.4625 2.9037
H 2.5531 4.8126 5.1030
H 1.7699 3.5471 7.0844
H -0.1171 1.9656 6.8775
I 0.9824 -6.8665 4.1893
C 0.1549 -5.2588 3.1400
C -0.8240 -4.4836 3.7286
C -1.3439 -3.4165 3.0143
I -2.8706 -2.2955 3.9042
C -0.9212 -3.0593 1.7201
O -1.4215 -2.0295 1.1017
C 0.0528 -3.9144 1.1381
C 0.5201 -3.6457 -0.2633
N 1.2086 -2.3547 -0.3905
C 2.4803 -2.2506 0.3447
C 2.4571 -1.2679 1.4935
C 3.4879 -0.3459 1.6548
C 3.4428 0.5233 2.7284
C 2.3738 0.4519 3.6110
C 1.3904 -0.4896 3.3613
N 1.4262 -1.3313 2.3316
C 0.5789 -4.9760 1.8473
H -1.1834 -4.7013 4.7246
H -0.3334 -3.6059 -0.9422
H 1.1714 -4.4686 -0.5837
H 1.4139 -2.1785 -1.3740
H 3.2528 -1.9436 -0.3567
H 2.7562 -3.2338 0.7437
H 4.2736 -0.2863 0.9151
H 4.2209 1.2640 2.8658
H 2.2942 1.1216 4.4576
H 0.5237 -0.5790 4.0121
H 1.3338 -5.5956 1.3779
N -2.7568 0.2122 0.0489
C -3.7093 -0.1243 -1.0089
C -3.5283 -1.5778 -1.4459
C -2.3225 -1.7288 -2.3654
O -2.4975 -1.9738 -3.5492
O -1.1464 -1.5440 -1.8408
H -3.0283 -0.2094 0.9314
H -2.6271 1.2115 0.1847
H -3.5252 0.5496 -1.8472
H -4.7430 0.0372 -0.6830
H -4.4043 -1.9119 -1.9992
H -3.3979 -2.2019 -0.5583
F 4.4087 0.1874 -2.7944
B 3.0531 0.0800 -2.4670
F 2.8697 0.4307 -1.1041
F 2.2767 0.9134 -3.2762
F 2.6352 -1.2710 -2.6361
*
```

***

> Among the records above, which one has the lowest relative energy (zero: lowest compared OMol25 entry of this formula, charge and spin)?

C30H28AuGeN7O7